1) The following is a DFT calculation (wB97M-V/def2-TZVPD) of a gas-phase ion, C4H3O2 (charge +1).

Structure (XYZ):
```
9
C4H3O2 wB97M-V/def2-TZVPD
O 0.44 1.44 0.63
O 0.41 0.95 -2.60
C -0.23 0.53 -0.19
C 0.00 0.58 -1.64
C -0.30 -1.84 1.11
C 0.01 -0.96 0.29
H 1.34 1.43 0.37
H -1.25 0.56 0.33
H -0.43 -2.69 1.69
```

Charge: +1
Highest occupied orbital energy in eV: -15.558
Frontier orbital gap in eV: 8.4
Lowest unoccupied orbital energy in eV: -7.18


2) The following is a DFT calculation (wB97M-V/def2-TZVPD) of a gas-phase ion, C4H3O2 (charge +1).

Structure (XYZ):
```
9
C4H3O2 wB97M-V/def2-TZVPD
O -0.12 -2.07 0.15
O -2.63 0.69 -0.20
C -1.53 0.82 -0.11
C 0.71 -1.36 -0.32
C -0.23 1.05 0.24
C 0.72 0.11 0.17
H 1.71 0.38 0.47
H -0.27 2.04 0.53
H 1.64 -1.66 -0.93
```

Charge: +1
Highest occupied orbital energy in eV: -15.719
Frontier orbital gap in eV: 8.7
Lowest unoccupied orbital energy in eV: -7.05


The least stable of them is 1).


1) The following is a DFT calculation (wB97M-V/def2-TZVPD) of a single C4H7ClFN molecule.

Structure (XYZ):
```
14
C4H7ClFN wB97M-V/def2-TZVPD
Cl -0.43 2.76 -1.28
F -0.98 0.46 1.84
N 0.91 -0.96 -0.13
C -0.43 1.25 -0.37
C -0.13 1.18 1.04
C 0.81 0.47 0.04
C -0.30 -1.76 -0.23
H -1.18 0.55 -0.66
H -0.96 -1.27 -1.00
H 1.52 -1.12 -0.93
H 0.32 1.99 1.55
H -0.95 -1.72 0.70
H 1.79 0.99 -0.08
H 0.01 -2.83 -0.47
```

Structure (SMILES): CN[C@@H]1[C@H](F)[C@H]1Cl
Highest occupied orbital energy in eV: -8.683
Frontier orbital gap in eV: 9.6
Lowest unoccupied orbital energy in eV: 0.96


2) The following is a DFT calculation (wB97M-V/def2-TZVPD) of 2 unconnected molecules or ions with the total composition C4H7ClFN.

Structure (XYZ):
```
14
C4H7ClFN wB97M-V/def2-TZVPD
Cl 1.41 1.49 -1.69
F 2.38 -1.56 0.18
N -0.68 1.17 0.00
C 0.12 -2.19 0.74
C 1.14 -1.78 -0.26
C 0.29 0.77 -0.62
C -1.22 2.50 -0.01
H -0.59 3.19 -0.58
H -1.31 2.84 1.02
H -2.21 2.47 -0.46
H -0.26 -3.19 0.53
H -0.73 -1.51 0.73
H 0.56 -2.17 1.73
H 1.10 -2.04 -1.30
```

Highest occupied orbital energy (spin up / spin down) in eV: -8.052 / -7.734
Frontier orbital gap (spin up / spin down) in eV: 8.9 / 7.7
Lowest unoccupied orbital energy (spin up / spin down) in eV: 0.88 / -0.05


3) The following is a DFT calculation (wB97M-V/def2-TZVPD) of a single C4H7ClFN molecule.

Structure (XYZ):
```
14
C4H7ClFN wB97M-V/def2-TZVPD
Cl 2.52 -0.04 -0.04
F -2.46 -1.18 -0.44
N -1.33 1.96 0.39
C -0.46 1.23 -0.52
C -1.33 -0.99 0.41
C -0.18 -0.15 -0.05
C 1.00 -0.79 0.18
H 0.70 1.53 -0.58
H -1.01 1.11 -1.56
H 0.99 -1.98 0.31
H -0.81 -1.99 0.74
H -2.44 1.93 0.20
H -1.82 -0.65 1.45
H -1.23 1.78 1.31
```

Structure (SMILES): NC/C(=C\Cl)CF
Highest occupied orbital energy in eV: -9.159
Frontier orbital gap in eV: 10.0
Lowest unoccupied orbital energy in eV: 0.83


The least stable of them is 2).


1) The following is a DFT calculation (wB97M-V/def2-TZVPD) of a gas-phase ion, C6H13N2O (charge +1).

Structure (XYZ):
```
22
C6H13N2O wB97M-V/def2-TZVPD
O -2.95 1.39 0.46
N 0.48 1.02 -0.58
N 1.52 0.50 -0.12
C -0.83 0.65 -0.75
C 2.65 1.38 0.10
C -1.73 -0.57 -0.60
C -1.14 -1.97 -0.29
C -1.87 0.53 0.41
C 1.66 -0.79 0.67
H 1.36 -1.65 0.16
H -1.57 0.35 1.39
H -0.55 -1.90 0.57
H -1.23 1.42 -1.55
H -2.42 -0.57 -1.42
H -3.35 1.57 -0.42
H 2.64 -0.83 1.05
H 1.01 -0.56 1.54
H 2.90 1.41 1.24
H 2.37 2.46 -0.09
H -1.87 -2.73 -0.02
H 3.49 1.25 -0.59
H -0.58 -2.38 -1.17
```

Charge: +1
Structure (SMILES): C[C@H]1[C@H](O)[C@H]1N=[N+](C)C
Highest occupied orbital energy (spin up / spin down) in eV: -13.987 / -13.986
Frontier orbital gap (spin up / spin down) in eV: 9.0 / 9.0
Lowest unoccupied orbital energy (spin up / spin down) in eV: -5.00 / -5.00


2) The following is a DFT calculation (wB97M-V/def2-TZVPD) of a gas-phase ion, C6H13N2O (charge +1).

Structure (XYZ):
```
22
C6H13N2O wB97M-V/def2-TZVPD
O -1.12 -1.30 -1.78
N -0.19 -0.75 0.26
N 1.83 0.84 0.26
C -0.06 0.13 1.36
C -1.40 -0.63 -0.60
C 1.02 0.91 1.40
C 1.76 -0.33 -0.36
C 2.02 2.08 -0.46
C -2.64 -1.14 0.12
H -0.01 -1.73 0.46
H -3.43 -1.29 -0.61
H -1.50 0.43 -0.86
H -3.00 -0.43 0.85
H 1.89 -0.37 -1.43
H 2.04 -1.21 0.20
H 1.24 1.65 2.15
H 2.37 2.84 0.24
H -2.43 -2.09 0.61
H 2.76 1.96 -1.24
H -1.36 -2.23 -1.71
H -0.88 0.24 2.05
H 1.08 2.42 -0.91
```

Charge: +1
Structure (SMILES): C=[N+](C)/C=C\N[C@H](C)O
Highest occupied orbital energy in eV: -13.855
Frontier orbital gap in eV: 10.2
Lowest unoccupied orbital energy in eV: -3.68


The least stable of them is 1).


1) The following is a DFT calculation (wB97M-V/def2-TZVPD) of a single C6H6OS molecule.

Structure (XYZ):
```
14
C6H6OS wB97M-V/def2-TZVPD
S -1.27 -1.01 1.91
O 1.00 -0.55 0.69
C 1.14 1.76 -3.60
C 0.01 -0.01 -0.08
C -1.28 -0.11 0.41
C 0.39 0.61 -1.32
C 0.50 -0.75 2.02
C 0.75 1.15 -2.32
H 0.96 -1.62 2.49
H 2.20 2.00 -3.61
H -2.17 0.19 -0.13
H 0.82 1.22 -4.49
H 0.65 2.74 -3.59
H 0.73 0.14 2.62
```

Structure (SMILES): CC#CC1=CSCO1
Highest occupied orbital energy in eV: -7.579
Frontier orbital gap in eV: 8.5
Lowest unoccupied orbital energy in eV: 0.90


2) The following is a DFT calculation (wB97M-V/def2-TZVPD) of 2 unconnected molecules or ions with the total composition C6H6OS.

Structure (XYZ):
```
14
C6H6OS wB97M-V/def2-TZVPD
S 1.29 2.70 3.39
O 2.58 3.16 3.02
C 0.08 1.06 -0.61
C -1.32 -0.37 0.79
C -1.22 0.21 -0.52
C 0.10 -0.28 -1.26
C 0.83 -0.09 0.06
C -0.06 -0.58 1.14
H 0.43 -0.59 -2.25
H 0.27 -1.01 2.00
H -2.10 0.46 -1.02
H 0.35 2.16 -0.94
H 1.88 -0.20 0.01
H -2.19 -0.66 1.37
```

Structure (SMILES): C1=CC2C3C1C23.O=S
Highest occupied orbital energy (spin up / spin down) in eV: -8.510 / -8.515
Frontier orbital gap (spin up / spin down) in eV: 7.3 / 7.3
Lowest unoccupied orbital energy (spin up / spin down) in eV: -1.23 / -1.25


The least stable of them is 2).


1) The following is a DFT calculation (wB97M-V/def2-TZVPD) of 4 unconnected molecules or ions with the total composition CH5NOSi.

Structure (XYZ):
```
9
CH5NOSi wB97M-V/def2-TZVPD
Si 1.03 0.96 -0.70
O -0.27 1.13 0.04
N -1.81 -0.65 -1.13
C -2.13 -0.84 -0.04
H 1.96 1.88 -1.40
H -2.44 -1.02 0.96
H 1.09 -0.07 1.40
H 1.31 -0.51 -0.95
H 1.25 -0.88 1.81
```

Highest occupied orbital energy in eV: -10.329
Frontier orbital gap in eV: 9.9
Lowest unoccupied orbital energy in eV: -0.41


2) The following is a DFT calculation (wB97M-V/def2-TZVPD) of a molecular structure, CH5NOSi.

Structure (XYZ):
```
9
CH5NOSi wB97M-V/def2-TZVPD
Si 0.28 -1.67 0.16
O 0.19 -0.32 -0.78
N 0.56 1.28 -0.22
C -0.45 2.01 -0.32
H 1.15 -1.13 1.30
H 1.17 -2.80 -0.41
H -0.45 3.03 -0.06
H -1.39 1.49 -0.49
H -1.07 -1.89 0.81
```

Highest occupied orbital energy in eV: -10.166
Frontier orbital gap in eV: 10.1
Lowest unoccupied orbital energy in eV: -0.06


The least stable of them is 1).


1) The following is a DFT calculation (wB97M-V/def2-TZVPD) of a single CH5NOSi molecule.

Structure (XYZ):
```
9
CH5NOSi wB97M-V/def2-TZVPD
Si 1.53 0.09 0.18
O 0.13 0.27 -0.68
N -2.03 0.62 0.13
C -1.35 -0.24 -0.27
H 2.05 1.07 1.17
H -1.30 -1.31 -0.67
H -2.96 0.57 0.38
H 2.51 0.23 -0.95
H 1.42 -1.31 0.71
```

Structure (SMILES): [H]/N=C/O[SiH3]
Highest occupied orbital energy in eV: -10.229
Frontier orbital gap in eV: 11.2
Lowest unoccupied orbital energy in eV: 0.97


2) The following is a DFT calculation (wB97M-V/def2-TZVPD) of 4 unconnected molecules or ions with the total composition CH5NOSi.

Structure (XYZ):
```
9
CH5NOSi wB97M-V/def2-TZVPD
Si -1.72 0.87 0.97
O -0.45 1.65 0.85
N 1.83 1.59 1.00
C 2.21 2.04 0.04
H -1.86 -0.54 1.34
H 0.15 -2.34 -1.54
H 2.42 2.25 -1.06
H -3.05 1.34 0.49
H 0.58 -3.03 -1.83
```

Highest occupied orbital energy in eV: -10.248
Frontier orbital gap in eV: 9.9
Lowest unoccupied orbital energy in eV: -0.35


The least stable of them is 2).